## P
C5H14 | ωB97M-V/def2-TZVPD

```
19
Properties=species:S:1:pos:R:3:lowdin_charge:R:1
C 0.7721 -2.9194 -0.9792 -0.13
H -2.3804 3.3235 1.3626 0.06
H 0.0912 1.8376 0.7978 0.04
H -0.3425 3.4108 0.1317 0.06
H 2.5304 -1.2172 0.1154 0.07
H 1.4300 -2.8648 -1.8602 0.07
H 1.8462 -0.0032 -0.9866 0.07
C -0.7056 2.4053 0.3114 -0.16
H 1.4310 0.0560 0.6987 0.05
H -1.8525 1.8301 2.0429 0.05
H -0.1567 -3.3990 -1.2656 0.06
H -0.1709 -1.7029 0.4892 0.10
H 1.3041 -3.5809 -0.2929 0.07
H -0.7962 1.9718 -0.6883 0.06
H -0.2820 -1.0629 -1.0252 0.09
H -2.7931 1.7775 0.5588 0.06
C -2.0254 2.3237 1.0940 -0.16
C 1.6407 -0.6338 -0.1166 -0.12
C 0.4595 -1.5522 -0.3880 -0.34
```

For the HOMO energy, the calculation gives -11.10 eV. As for the structure (SMILES): CCC.CC. Its LUMO energy is 1.1 eV. Its HOMO-LUMO gap is 12.25 eV.

## Q
C5H14 | ωB97M-V/def2-TZVPD

```
19
Properties=species:S:1:pos:R:3:lowdin_charge:R:1
H 1.3802 1.7861 -0.1255 0.06
H -0.3338 -1.1201 0.8791 0.10
H -0.5047 -0.2255 -0.5422 0.06
H 0.7946 3.2475 -0.3121 0.06
H -0.8593 1.6593 1.6936 0.06
H -0.6131 3.3095 1.6599 0.06
H -1.3987 -2.2732 -1.7878 0.07
C 0.4239 2.2927 0.0832 -0.19
H 0.8505 2.3594 2.1256 0.06
H 1.1850 -1.2390 -1.7946 0.07
C -1.3115 -2.1976 -0.7133 -0.13
C -0.2721 -1.2430 -0.2018 -0.33
H -2.2594 -2.1238 -0.1769 0.07
C 1.1809 -1.3909 -0.7169 -0.11
H 1.9007 -0.8896 -0.0766 0.06
H 1.5137 -2.4415 -0.6249 0.07
H -1.1236 -3.2339 -0.3446 0.08
C -0.0555 2.3838 1.5319 -0.15
H -0.2778 1.8436 -0.6166 0.05
```

For the HOMO energy, the calculation gives -10.84 eV. As for the structure (SMILES): CCC.CC. Its LUMO energy is 1.1 eV. Its HOMO-LUMO gap is 11.96 eV.

## R
C5H14 | ωB97M-V/def2-TZVPD

```
19
Properties=species:S:1:pos:R:3:lowdin_charge:R:1
H 2.8228 -1.5382 -0.8863 0.07
H 3.6534 0.0047 -0.7446 0.06
C -2.1009 -0.0692 1.1617 -0.16
H -3.1239 -0.4381 1.1385 0.06
H -0.6632 -0.2954 -1.4051 0.05
H -1.2286 1.9366 1.4816 0.06
H -1.7284 1.0914 2.9076 0.06
H 0.2113 -1.6780 -0.6366 0.08
H 2.8016 -0.3921 -2.2011 0.07
H 0.5329 -1.1928 -2.2747 0.07
C 0.2936 -0.7943 -1.2832 -0.15
C -2.0155 1.2900 1.8765 -0.16
H -2.9261 1.8816 1.7678 0.06
H 1.2476 1.0674 -1.1784 0.10
C 2.7466 -0.4706 -1.1090 -0.13
H 1.2576 0.2412 0.3709 0.09
C 1.3789 0.0950 -0.6992 -0.31
H -1.3817 -0.7772 1.5797 0.07
H -1.7779 0.0381 0.1339 0.02
```

For the HOMO energy, the calculation gives -11.36 eV. As for the structure (SMILES): CCC.CC. Its LUMO energy is 1.2 eV. Its HOMO-LUMO gap is 12.51 eV.

So which one wins? Going from most stable to least: P, R, Q.

## P
C5H14 | ωB97M-V/def2-TZVPD

```
19
Properties=species:S:1:pos:R:3:lowdin_charge:R:1
H 2.6204 0.0843 1.5520 0.06
H 3.0085 -0.5151 -0.6178 0.09
H -1.0570 0.1610 -0.0517 0.03
C 1.6924 0.0589 0.9697 -0.12
H 1.2552 1.0522 1.0137 0.05
H 1.5696 0.2875 -1.1757 0.09
C -1.5933 0.9964 0.3986 -0.17
H -3.0316 0.7494 -1.2115 0.06
H -1.0349 1.9126 0.2179 0.06
H -3.7060 0.4771 0.4080 0.06
H 1.5631 -2.2868 -1.6355 0.07
H 0.1449 -1.6345 -0.6755 0.06
C -3.0192 1.0824 -0.1723 -0.16
H -1.6065 0.7341 1.4542 0.07
H 1.1480 -0.7039 1.5221 0.06
C 1.2220 -1.7816 -0.7337 -0.13
H 1.4665 -2.4616 0.0915 0.07
C 1.9329 -0.4612 -0.4681 -0.31
H -3.3804 2.1131 -0.1481 0.06
```

For the HOMO energy, the calculation gives -11.27 eV. As for the structure (SMILES): CCC.CC. Its LUMO energy is 1.1 eV. Its HOMO-LUMO gap is 12.41 eV.

## Q
C5H14 | ωB97M-V/def2-TZVPD

```
19
Properties=species:S:1:pos:R:3:lowdin_charge:R:1
C 0.7015 2.2181 -0.1277 -0.14
H -0.3847 2.3040 -0.0773 0.07
H 1.0422 2.6744 1.9437 0.10
H 0.8432 -0.2445 1.0520 0.05
H -1.1044 -1.0883 -2.4501 0.06
C 0.6712 0.5527 1.7693 -0.12
H 0.8930 1.4100 -0.8356 0.06
H 0.0430 -3.0943 -1.2587 0.07
H -1.9531 -2.5553 -2.7343 0.06
H -1.4277 -3.2831 -0.3080 0.06
H 1.1740 0.2956 2.6926 0.06
H 2.3442 1.7855 1.1799 0.10
H -0.4270 -1.8053 -0.1782 0.04
H -0.4034 0.6617 1.9588 0.08
C -1.6445 -1.8738 -1.9356 -0.18
H 1.1400 3.0979 -0.5963 0.07
C -0.8275 -2.5626 -0.8567 -0.17
H -2.5578 -1.4621 -1.5178 0.06
C 1.2580 1.8668 1.2372 -0.33
```

For the HOMO energy, the calculation gives -11.49 eV. As for the structure (SMILES): CCC.CC. Its LUMO energy is 1.1 eV. Its HOMO-LUMO gap is 12.60 eV.

## R
C5H14 | ωB97M-V/def2-TZVPD

```
19
Properties=species:S:1:pos:R:3:lowdin_charge:R:1
C 1.6571 -1.3808 0.6205 -0.13
C -0.8907 2.0241 -2.2873 -0.20
H -0.5998 -1.3438 2.9125 0.06
H 0.1382 1.6389 -2.2377 0.07
H -1.3909 0.2645 -3.3046 0.07
H -1.1035 2.5650 -1.3777 0.06
H 2.1406 -0.4087 2.4627 0.08
C -0.0914 -0.5889 2.3072 -0.13
H 1.5457 -2.0232 2.6661 0.11
H -0.1828 0.2680 2.9738 0.07
H 2.5564 -2.0514 0.6278 0.08
H -0.8899 2.8012 -3.0648 0.07
C 1.3513 -1.0528 2.1182 -0.32
H -2.7526 1.3028 -3.0565 0.06
H 1.5860 -0.4615 0.0733 0.06
H 0.9895 -2.1743 0.3375 0.05
H -0.6670 -0.6180 1.3759 0.07
H -2.3044 0.3017 -1.7510 0.07
C -1.8513 0.9297 -2.5371 -0.20
```

For the HOMO energy, the calculation gives -11.02 eV. As for the structure (SMILES): CCC.CC. Its LUMO energy is 1.1 eV. Its HOMO-LUMO gap is 12.08 eV.

## S
C5H14 | ωB97M-V/def2-TZVPD

```
19
Properties=species:S:1:pos:R:3:lowdin_charge:R:1
H 0.4864 -0.3231 -1.0743 0.05
H -2.4612 2.3343 -0.2611 0.07
H 1.2051 -0.7463 1.3662 0.09
H -0.2968 -3.2353 0.8194 0.06
H -0.7950 -1.8247 1.7056 0.06
C 1.3335 -0.9364 -0.7642 -0.13
H 1.8491 -2.2949 0.8429 0.09
C -1.4978 2.0800 -0.7223 -0.17
C -0.3035 -2.1412 0.7905 -0.12
H -0.1918 3.2293 0.6286 0.06
H -1.5964 1.0395 -1.0499 0.05
C -0.3295 2.2275 0.2285 -0.18
C 1.1039 -1.5339 0.6219 -0.31
H 1.4007 -1.7521 -1.4894 0.07
H 0.6140 1.9336 -0.2532 0.06
H 2.2407 -0.3459 -0.7702 0.07
H -1.3854 2.6771 -1.6296 0.06
H -0.4219 1.5270 1.0592 0.06
H -0.9543 -1.9145 -0.0486 0.06
```

For the HOMO energy, the calculation gives -11.38 eV. As for the structure (SMILES): CCC.CC. Its LUMO energy is 1.2 eV. Its HOMO-LUMO gap is 12.54 eV.

So which one wins? Going from most stable to least: Q, S, P, R.

## P
C5H14 | ωB97M-V/def2-TZVPD

```
19
Properties=species:S:1:pos:R:3:lowdin_charge:R:1
H 1.4328 -1.9961 1.5008 0.10
H -0.1116 -1.6492 0.7339 0.10
H 2.4883 -0.5094 0.0041 0.08
H -0.8666 -0.2535 2.1855 0.07
C 1.4175 -0.2864 0.0686 -0.14
H -0.5931 0.1029 -2.9469 0.08
C 0.8119 -1.1434 1.1619 -0.32
H -1.1955 -0.2901 -0.6560 0.06
C 0.1897 -0.5080 2.4021 -0.13
C -1.1612 0.7879 -0.9515 -0.18
H -1.8612 1.5181 -2.8865 0.05
H -0.1948 1.7149 -2.6343 0.05
H 0.6827 0.3800 2.8198 0.07
H 1.1543 0.7262 0.3552 0.06
H -2.1017 1.1852 -0.5834 0.07
C -1.0057 1.0252 -2.4635 -0.15
H 1.0638 -0.5748 -0.9340 0.07
H 0.1010 -1.1862 3.2245 0.05
H -0.2506 0.9567 -0.4005 0.00
```

For the HOMO energy, the calculation gives -10.73 eV. As for the structure (SMILES): CCC.CC. Its LUMO energy is 1.1 eV. Its HOMO-LUMO gap is 11.87 eV.

## Q
C5H14 | ωB97M-V/def2-TZVPD

```
19
Properties=species:S:1:pos:R:3:lowdin_charge:R:1
C -0.9847 0.8652 1.2380 -0.13
H 2.2078 -0.3373 -0.7050 0.09
H -1.6919 1.0404 2.0604 0.07
H -1.0594 -0.1433 0.7042 0.06
H -1.4494 2.7600 0.4544 0.10
H -2.2714 2.0188 -1.7872 0.06
H 2.3523 -1.9585 -1.4487 0.04
C 2.4012 -1.4641 -0.5219 -0.19
H 3.4496 -1.4552 -0.2191 0.06
H -0.0945 2.1598 -0.1867 0.05
H 0.3859 -1.6473 0.0432 0.02
H 1.1729 -3.1456 0.2320 0.05
C -1.0128 1.8274 0.0721 -0.32
H -1.4262 0.4437 -1.4111 0.01
H 0.1085 0.8041 1.6579 0.10
H -2.9952 0.9444 -0.9575 0.11
C 1.3305 -2.0738 0.3324 -0.19
C -1.8876 1.2761 -1.0827 -0.11
H 1.4644 -1.9150 1.5253 0.12
```

For the HOMO energy, the calculation gives -10.94 eV. As for the structure (SMILES): CCC.CC. Its LUMO energy is 1.1 eV. Its HOMO-LUMO gap is 12.03 eV.

So which one wins? Going from most stable to least: P, Q.

## P
C5H14 | ωB97M-V/def2-TZVPD

```
19
Properties=species:S:1:pos:R:3:lowdin_charge:R:1
H 1.2466 1.7711 -3.2024 0.06
H 1.7465 2.8004 -1.9374 0.06
H -1.4274 0.0523 3.2036 0.06
H 2.3326 0.6752 -0.5630 0.06
H -1.1363 -2.3916 -0.1401 0.07
H -2.3425 -1.5780 1.6867 0.10
H -1.3646 -0.8141 -0.8321 0.06
H -2.1986 0.0464 1.0982 0.09
H 1.1419 -0.1519 -1.5696 0.03
C 1.9041 0.6306 -1.5571 -0.17
C -0.9377 -1.3314 0.0263 -0.12
H -0.2609 -1.1231 3.1868 0.06
C -0.7345 -0.4234 2.4937 -0.13
H 2.6429 0.2327 -2.2574 0.06
H -0.0471 0.3736 2.2165 0.06
H 0.1909 1.9274 -1.7490 0.06
C -1.6181 -0.8545 1.3093 -0.31
H 0.1381 -1.1833 0.0273 0.05
C 1.2083 1.8696 -2.1183 -0.16
```

For the HOMO energy, the calculation gives -11.23 eV. As for the structure (SMILES): CCC.CC. Its LUMO energy is 1.1 eV. Its HOMO-LUMO gap is 12.35 eV.

## Q
C5H14 | ωB97M-V/def2-TZVPD

```
19
Properties=species:S:1:pos:R:3:lowdin_charge:R:1
H 2.9773 -0.1303 -1.7115 0.05
H 2.2116 -1.5928 0.1274 0.02
H -0.3085 -0.1698 0.9921 0.07
C -1.3348 -0.3969 -0.8186 -0.14
H -2.7439 -0.5216 1.6203 0.04
C -2.4259 0.3666 1.1983 -0.12
H 2.9234 1.3583 -0.6169 0.08
H -1.3678 -1.4130 -0.5156 0.06
H 1.4698 0.6211 -1.5443 0.06
H -0.5562 -0.3244 -1.6065 0.06
H 3.0809 -0.6784 0.8435 0.08
H 1.1690 -0.3356 0.7710 0.03
H -0.7959 1.4411 0.2260 0.11
C 2.1336 -0.5675 0.2406 -0.17
H -2.3353 -0.2804 -1.2895 0.08
H -3.1614 0.6940 0.5233 0.05
C 2.4224 0.3989 -0.9380 -0.16
C -1.1021 0.4034 0.4477 -0.32
H -2.2563 1.1274 2.0506 0.10
```

For the HOMO energy, the calculation gives -10.99 eV. As for the structure (SMILES): CCC.CC. Its LUMO energy is 1.2 eV. Its HOMO-LUMO gap is 12.17 eV.

## R
C5H14 | ωB97M-V/def2-TZVPD

```
19
Properties=species:S:1:pos:R:3:lowdin_charge:R:1
C 1.7906 0.3147 1.3612 -0.21
H 0.2402 -0.6977 2.6480 0.12
H 1.5091 -0.0408 0.4259 -0.01
H -2.2599 0.7728 0.1340 0.10
H -0.0671 -0.2901 -3.3605 0.04
H 1.9674 1.4098 0.9591 0.10
H -2.4749 -0.7256 -1.9170 0.14
H 2.8379 0.0661 1.7558 0.09
C -1.4220 -0.6478 -1.3060 -0.35
H 1.1928 0.5421 3.4563 0.05
H 0.8012 -0.5791 -1.8838 0.04
H -0.6696 0.5370 0.4044 0.07
C -0.1575 -0.7562 -2.3968 -0.09
H -1.5925 -1.6004 -0.6926 0.12
C -1.3988 0.5093 -0.5810 -0.24
C 0.7220 0.4220 2.4524 -0.22
H -0.0314 1.2422 2.2499 0.06
H -0.8738 1.4179 -1.0147 0.10
H -0.1137 -1.8963 -2.6945 0.09
```

For the HOMO energy, the calculation gives -9.91 eV. As for the structure (SMILES): CCC.CC. Its LUMO energy is 1.1 eV. Its HOMO-LUMO gap is 11.00 eV.

## S
C5H14 | ωB97M-V/def2-TZVPD

```
19
Properties=species:S:1:pos:R:3:lowdin_charge:R:1
H 1.4681 0.1341 -2.2665 0.07
C 0.3837 2.4264 -1.0944 -0.14
H 0.4422 2.6158 0.0043 0.08
H -0.7170 -0.1249 1.6328 0.04
H 0.0218 -3.0213 1.7788 0.07
H -0.1002 3.3796 -1.3597 0.06
H -0.9519 0.8771 -0.4744 0.09
C -0.3293 -2.1554 1.2046 -0.19
H -0.2713 -0.9734 3.0676 0.08
H -0.9038 -2.4714 0.3469 0.07
C 0.8535 -0.0564 -1.3865 -0.13
H -1.8827 -1.3434 2.4332 0.07
C -0.2221 1.0419 -1.3008 -0.32
H 1.5464 0.0363 -0.5159 0.08
H 1.3612 2.5770 -1.5702 0.07
H -0.7672 0.8956 -2.2331 0.09
H 0.6119 -1.7426 0.9214 0.03
H 0.3193 -1.0103 -1.3071 0.06
C -0.8627 -1.0847 2.1190 -0.17
```

For the HOMO energy, the calculation gives -11.09 eV. As for the structure (SMILES): CCC.CC. Its LUMO energy is 1.2 eV. Its HOMO-LUMO gap is 12.24 eV.

So which one wins? Going from most stable to least: P, S, Q, R.

## P
C5H14 | ωB97M-V/def2-TZVPD

```
19
Properties=species:S:1:pos:R:3:lowdin_charge:R:1
C 0.6947 -1.5516 -1.0239 -0.13
H -2.7434 -2.1476 -0.6857 0.06
H -0.4942 -3.3179 -0.7581 0.10
H 0.4415 -0.5689 -1.4123 0.06
H 0.9137 3.8081 0.4746 0.06
H -0.4757 -2.3225 0.6156 0.09
H -1.8564 -0.5771 -0.5866 0.07
H -1.8347 -1.5445 -2.0427 0.08
C 0.2585 1.8422 1.2040 -0.17
C -0.5469 -2.2616 -0.4727 -0.32
H 1.3983 3.4271 2.1304 0.06
H -0.6100 2.0850 1.8165 0.06
H 1.4666 -1.4093 -0.2659 0.06
C -1.8301 -1.6159 -0.9427 -0.13
H 0.7341 0.9403 1.5974 0.06
H -0.1915 1.5947 0.2491 0.04
H 1.2184 -2.0798 -1.8195 0.06
H 2.2132 2.6883 0.7793 0.06
C 1.2440 3.0110 1.1430 -0.17
```

For the HOMO energy, the calculation gives -11.19 eV. As for the structure (SMILES): CCC.CC. Its LUMO energy is 1.1 eV. Its HOMO-LUMO gap is 12.34 eV.

## Q
C5H14 | ωB97M-V/def2-TZVPD

```
19
Properties=species:S:1:pos:R:3:lowdin_charge:R:1
H -0.1623 -2.2506 1.4097 0.05
C -1.8616 1.1435 -1.9481 -0.14
H -1.2499 0.3153 0.0204 0.09
H 2.1280 -1.2293 0.4676 0.06
H -0.2495 2.3958 0.5501 0.07
C 1.7823 -1.3397 1.4970 -0.18
H 0.9452 -2.9235 2.7131 0.06
H -1.5182 1.7487 -2.7926 0.07
C -0.0188 2.0035 -0.4566 -0.14
H -0.0894 0.1286 -1.3173 0.09
H -0.2070 2.9561 -0.9544 0.06
H -2.3045 0.2734 -2.4256 0.06
H 2.6734 -1.3604 2.1244 0.06
C 0.8388 -2.5370 1.7033 -0.16
H 1.1792 -3.3457 1.0544 0.06
H 1.0528 1.8416 -0.4796 0.06
H -2.6819 1.7483 -1.5450 0.07
H 1.2837 -0.3959 1.7148 0.05
C -0.8447 0.7800 -0.8733 -0.30
```

For the HOMO energy, the calculation gives -11.36 eV. As for the structure (SMILES): CCC.CC. Its LUMO energy is 1.1 eV. Its HOMO-LUMO gap is 12.49 eV.

So which one wins? Going from most stable to least: P, Q.

## P
C5H14 | ωB97M-V/def2-TZVPD

```
19
Properties=species:S:1:pos:R:3:lowdin_charge:R:1
H 1.0858 1.5842 -1.2310 0.09
C 1.9179 1.6371 -0.4459 -0.20
H 2.6937 -0.4520 -0.5015 0.07
H -3.0150 -0.7928 -0.1822 0.13
C -1.5441 -0.6167 1.3343 -0.14
H -0.0328 -0.7854 -1.1032 0.05
H 1.3475 0.0004 0.5981 0.04
H -1.5808 -0.7880 -1.9882 0.09
H 1.2629 2.2529 0.1806 0.07
H -2.0727 -1.4490 1.6712 0.04
C -1.9846 -0.3538 -0.0512 -0.35
H -0.4401 -0.9495 1.5285 0.10
H -0.9814 -2.0984 -1.0700 0.09
H -1.9607 0.6729 -0.2647 0.09
C -1.0924 -0.9975 -0.9903 -0.17
H -1.7305 0.1525 2.0738 0.07
H 2.7525 2.2543 -0.5976 0.04
H 3.0874 0.3804 0.9020 0.08
C 2.2873 0.3483 0.1372 -0.20
```

For the HOMO energy, the calculation gives -10.89 eV. As for the structure (SMILES): CCC.CC. Its LUMO energy is 1.1 eV. Its HOMO-LUMO gap is 12.04 eV.

## Q
C5H14 | ωB97M-V/def2-TZVPD

```
19
Properties=species:S:1:pos:R:3:lowdin_charge:R:1
H -1.2544 -1.2684 -2.2192 0.06
H -0.5859 0.5286 -0.9447 0.09
H 4.1091 0.8585 0.3024 0.06
H -2.8570 -1.1910 -1.7107 0.06
C 3.5234 0.2726 1.0102 -0.19
H -3.2711 0.4441 0.6446 0.08
C 2.0788 -0.0164 0.6343 -0.18
H 3.6949 0.8153 1.9484 0.06
H -2.9750 1.5696 -0.7414 0.07
H 1.4334 0.7388 1.1044 0.06
C -2.5083 0.9281 0.0173 -0.15
C -1.8438 -1.2208 -1.3029 -0.11
H 1.6786 -0.9119 1.1058 0.06
H -2.2367 1.6903 0.7626 0.07
H 1.9768 0.1065 -0.4401 0.06
H 4.1049 -0.6345 1.2062 0.06
H -0.9784 -0.4162 0.4303 0.09
H -1.7455 -2.0819 -0.6525 0.06
C -1.4297 0.0231 -0.4704 -0.33
```

For the HOMO energy, the calculation gives -11.19 eV. As for the structure (SMILES): CCC.CC. Its LUMO energy is 1.1 eV. Its HOMO-LUMO gap is 12.24 eV.

So which one wins? Going from most stable to least: Q, P.